[1]
Formula: C35H42N8O7S
Source: OMol25
Level of theory: wB97M-V/def2-TZVPD

The geometry in XYZ format:
```
93
Properties=species:S:1:pos:R:3:forces:R:3
S -1.461023 4.821671 -5.294021 2.523 -3.123 -4.634
O -3.062905 -0.703592 0.206596 -0.825 1.393 0.610
O -1.631705 -1.917788 -2.104688 -1.196 -0.225 0.045
O 0.921900 0.490334 1.054286 -0.433 0.478 -4.070
O -0.716863 5.656300 -6.306974 -1.994 -0.833 3.191
O -1.924285 3.527079 -5.937937 0.247 3.421 2.589
O -4.427864 -0.428762 -1.658962 -0.116 -1.355 1.836
O 2.346626 3.675228 -2.501560 -2.294 -3.273 0.180
N -2.172261 -0.340044 3.504123 0.337 -0.208 0.490
N 4.791928 -2.736676 -5.820408 -0.155 0.235 -0.429
N -4.537049 -4.947175 0.052894 -0.022 0.236 0.431
N 1.316406 -6.401506 8.366706 0.085 -0.510 0.213
N 6.002004 -3.435611 8.260613 -0.327 -0.379 -0.010
N -0.973746 10.250991 -9.131483 -0.105 -0.351 0.298
N 1.634966 -2.278331 6.936066 0.537 0.163 0.059
N -3.368432 5.339317 0.335712 0.395 0.212 -0.040
C -2.345435 0.468578 0.651405 -0.180 1.391 0.441
C -4.611672 -4.500459 1.111656 0.014 -0.025 -0.061
C -2.817172 2.310528 -1.365310 2.762 0.100 -0.632
C -0.245654 4.343220 -3.985775 0.486 -0.733 1.557
C 1.805471 -8.754889 9.401422 0.043 -0.289 0.132
C 2.590926 -1.232962 -1.187086 1.172 2.790 -2.832
C 2.672717 -1.781190 6.889464 -0.008 -0.048 0.045
C -2.327570 5.828438 0.293041 -0.061 -0.054 0.011
C 4.067439 -0.617959 -3.429107 -2.681 1.627 2.542
C 0.096173 -0.802522 4.724246 0.114 -0.035 0.106
C -4.706660 -3.930074 2.458387 -0.034 0.156 0.293
C 3.806887 -1.399349 -7.842019 -0.119 0.168 -0.252
C 3.993315 -1.149619 6.830145 0.310 0.185 -0.101
C 1.967033 0.176920 -1.216270 2.002 -0.754 -2.380
C -1.829269 1.428492 -0.514287 1.479 2.112 -2.905
C 3.632649 -1.593855 -2.303056 -0.946 2.444 -0.447
C -1.000940 6.448475 0.238693 0.307 0.095 -0.019
C -0.859727 3.412286 -2.839384 -0.823 -2.427 2.850
C 4.358526 -2.148401 -6.709982 0.029 -0.099 0.015
C -0.334948 1.548862 -0.881553 -1.554 1.620 -1.489
C -1.605179 8.319352 -7.482561 -0.022 -0.166 0.054
C -2.369930 3.263483 -2.498286 2.784 -1.744 1.797
C -2.836727 -1.987315 -2.937094 0.287 -0.450 0.615
C 3.454256 0.805214 -3.448477 -1.418 -2.125 3.016
C -4.412791 -0.410849 -0.204881 -0.014 -0.523 -0.702
C 5.308692 -4.354780 8.289839 0.105 -0.007 0.028
C -4.197497 -1.797935 -2.120950 -0.540 -0.442 -1.464
C 1.531572 -7.436881 8.821929 -0.084 0.054 -0.034
C -1.174415 -0.543602 4.042092 -0.005 0.062 -0.071
C 1.708823 2.609059 -2.329483 0.816 0.376 0.226
C 4.427448 -5.525248 8.327061 -0.174 -0.152 -0.021
C 0.127837 2.541592 -2.012673 -1.964 -0.156 0.235
C 2.428581 1.164480 -2.353939 0.258 -1.823 0.257
C -1.251510 9.401314 -8.406125 -0.048 0.115 -0.028
C 0.845779 0.699633 -0.178313 0.288 -0.148 0.968
H -0.218829 5.707371 0.055496 -0.234 -0.091 0.006
H -5.103255 -1.227635 0.239237 1.139 1.094 -0.848
H 1.333660 -9.553191 8.823908 -0.019 0.235 -0.067
H 2.877164 -8.965565 9.431612 -0.083 0.196 -0.088
H -4.317564 -2.574439 -1.277508 0.447 1.240 -1.190
H -2.504988 5.492957 -4.656412 0.682 -0.269 -0.385
H -0.937486 7.192112 -0.559283 -0.200 -0.109 0.047
H -4.430462 -2.872456 2.466982 0.062 -0.109 -0.204
H -3.073603 1.097511 1.295337 1.245 -0.861 -0.950
H -5.056067 -2.007173 -2.869972 1.354 0.219 1.085
H 4.587178 -1.107698 -8.548883 0.056 -0.131 0.205
H -2.828083 -3.051664 -3.388404 -0.431 1.712 0.355
H -4.045204 -4.444030 3.159601 -0.003 -0.052 -0.236
H -3.933237 2.202436 -1.130408 1.934 0.352 -0.515
H -0.051459 -1.355203 5.653790 -0.168 0.063 -0.194
H 3.072216 -1.989817 -8.394250 0.108 -0.088 0.206
H -1.826460 -2.398054 -1.269648 0.092 0.535 -0.774
H 4.047107 -0.403182 6.033763 -0.246 -0.110 0.031
H -4.815352 0.597274 0.143036 0.847 -1.186 -0.486
H 4.781142 -1.882111 6.642103 -0.230 -0.050 0.093
H 0.773946 -1.390896 4.101513 -0.233 0.054 -0.075
H -5.721925 -4.004409 2.855186 0.052 -0.097 -0.227
H 3.673476 1.610394 -4.234099 -0.185 -1.503 1.319
H -0.985442 7.435499 -7.641761 -0.022 0.233 -0.075
H -2.696277 -1.182418 -3.743401 -0.407 -1.262 1.213
H 2.312221 -1.991343 -0.390239 0.397 1.180 -1.237
H -1.506832 0.159897 1.364733 -1.181 0.367 -1.549
H 4.799304 -0.881637 -4.266215 -1.227 0.096 1.668
H 4.520556 -6.068361 9.270589 0.132 0.228 -0.018
H 3.378051 -5.242872 8.217684 0.189 0.165 -0.008
H 0.612543 0.126356 4.977698 -0.227 0.019 -0.124
H 4.659372 -6.228383 7.523478 0.123 0.221 0.004
H 3.307720 -0.484731 -7.513128 0.088 -0.155 0.169
H 0.567024 3.710651 -4.510032 -1.549 1.182 0.318
H 1.430777 -8.829163 10.424919 -0.027 0.206 -0.131
H 4.239157 -0.643321 7.766274 -0.187 -0.167 -0.017
H -0.755819 6.955065 1.175046 -0.211 -0.110 -0.035
H -2.646420 8.011217 -7.604577 0.091 0.166 -0.161
H 4.102052 -2.644743 -2.346462 -0.959 1.877 0.241
H -3.100004 3.895321 -3.106025 0.863 -1.263 1.193
H -1.476267 8.621897 -6.440808 0.092 0.135 -0.184
H 0.321607 5.235070 -3.524204 -1.201 -1.143 -0.880
```
Positions in Å, forces in eV/Å.

The SMILES is O=C1c2ccccc2C(=O)c2c(C[SH](=O)=O)ccc(COCOCCO)c21.CC#N.CC#N.CC#N.CC#N.CC#N.CC#N.CC#N.CC#N. As for the orbital gap: 7.87 eV. Its electronic energy is -2721.308961 Ha. The value obtained for the HOMO energy is -0.328 Eh.

[2]
Formula: F3NO4S2
Source: OMol25
Level of theory: wB97M-V/def2-TZVPD

The geometry in XYZ format:
```
10
Properties=species:S:1:pos:R:3:forces:R:3
S 0.349195 -0.731303 1.464841 1.514 -3.614 -0.489
S -0.273555 0.733941 -0.683296 -1.404 2.956 0.862
F -0.223367 0.136865 -2.939718 0.061 -0.069 0.126
F 1.201143 -1.120688 0.163414 -0.400 0.464 1.149
F -1.532690 1.687960 -0.783853 0.816 0.393 0.361
O 0.867005 1.558834 -0.454830 -0.977 -0.738 -0.669
O 1.230300 -0.055041 2.306295 -0.019 1.789 0.160
O -0.208831 -1.951224 1.872154 -1.004 -0.021 0.171
O -0.812055 0.100866 0.718208 1.113 0.097 -0.665
N -0.597145 -0.360212 -1.663215 0.299 -1.257 -1.007
```
Positions in Å, forces in eV/Å.

The energy above the lowest of the compared OMol25 structures with the same formula, charge and spin comes out at 27.11 kcal/mol. As for the orbital gap: 11.01 eV. Its electronic energy is -1451.493549 Ha. The value obtained for the HOMO energy is -0.426 Eh.

[3]
Formula: C4H11N3O
Source: OMol25
Level of theory: wB97M-V/def2-TZVPD

The geometry in XYZ format:
```
19
Properties=species:S:1:pos:R:3:forces:R:3
O 1.449656 -0.991970 0.251261 -0.251 0.178 -0.529
N -1.237661 -0.669044 0.375346 1.186 0.267 -0.619
N -0.860454 1.652267 0.299908 -0.069 1.216 0.239
N 0.855002 0.192040 -0.226117 0.348 -0.705 -0.252
C 1.830931 1.252991 -0.374237 -0.225 0.243 0.281
C 1.424752 -1.936521 -0.818623 0.067 -0.380 -0.118
C -0.464482 0.346985 0.179397 -1.225 -1.511 0.656
C -2.624498 -0.481891 0.755441 0.501 0.002 -0.105
H 1.996040 -1.561906 -1.674339 -0.058 0.033 0.036
H -3.172935 0.104960 0.011302 -0.132 0.099 0.061
H 1.897079 -2.857814 -0.466459 -0.001 0.227 0.171
H 2.100388 1.671123 0.601001 0.207 0.136 0.021
H -1.772815 1.761882 0.720282 0.033 -0.104 -0.138
H 0.400194 -2.170237 -1.123127 0.100 0.196 0.131
H 2.743297 0.873431 -0.846630 -0.353 -0.165 0.133
H -0.188349 2.227986 0.788333 0.005 0.156 -0.178
H 1.445834 2.054519 -1.012703 -0.105 -0.209 0.136
H -2.709863 -0.009098 1.739240 -0.167 0.136 0.071
H -3.112115 -1.459703 0.820724 0.139 0.184 0.003
```
Positions in Å, forces in eV/Å.

The SMILES is C/N=C(\N)N(C)OC. The energy above the lowest of the compared OMol25 structures with the same formula, charge and spin comes out at 76.00 kcal/mol. As for the orbital gap: 9.15 eV. Its electronic energy is -398.433058 Ha. The value obtained for the HOMO energy is -0.304 Eh.